# C9H22ClI2N2P2Tc

C9H22ClI2N2P2Tc as an isolated structure at a distorted geometry (wB97M-V/def2-TZVPD, the Open Molecules 2025 dataset).

Computed properties:
LUMO energy (alpha / beta): -0.4838 / -0.4878 hartree
DFT total energy: -62140.90256 eV
gap between HOMO and LUMO (alpha / beta): 0.191 / 0.187 hartree
multiplicity: 4
total charge: +3
HOMO (alpha / beta): -18.355 / -18.353 eV
relative energy (zero: lowest compared OMol25 entry of this formula, charge and spin): 0.7 kcal/mol

```
39
C9H22ClI2N2P2Tc | the Open Molecules 2025 dataset | wB97M-V/def2-TZVPD
I -3.39809 -0.05060 -1.63073
I -2.29959 -0.99836 -3.97688
Tc 0.36327 -0.09400 -0.19758
P 0.93158 1.77244 -1.25609
C -0.49641 2.32294 -2.30430
C 1.30568 3.18349 -0.14982
H 1.71546 3.94166 -0.83018
H 2.60989 2.88768 -2.56083
H 2.00886 2.93542 0.65578
H 3.24467 1.31903 -1.90463
H -1.41451 2.18516 -1.70250
H 0.40359 3.56222 0.34412
C 2.39088 1.83322 -2.36151
H -0.36263 3.36565 -2.65026
H 2.13239 1.33116 -3.29728
H -0.55402 1.61696 -3.15253
P 0.32141 -2.30481 0.14746
C -1.28359 -2.99537 -0.46380
C 1.61073 -3.41301 -0.54734
H 1.19593 -2.24483 2.47161
H 0.59201 -3.84476 1.87501
H -0.52300 -2.56203 2.45764
C 0.40786 -2.76485 1.91564
H 2.61381 -2.98817 -0.42546
H 1.52137 -4.37983 -0.04165
H -1.43533 -4.02676 -0.09829
H -1.24359 -2.96150 -1.56578
H 1.41842 -3.55011 -1.61423
H -2.08957 -2.31083 -0.14547
Cl 2.37306 -0.02279 0.94800
N -1.39769 1.30409 3.39005
C -2.56079 1.15629 2.60889
C -2.14243 0.71972 1.39809
N -0.74839 0.61100 1.40098
C -0.33426 0.97676 2.61733
H -1.26321 1.63621 4.34231
H -3.57825 1.38715 2.89204
H -2.73953 0.48841 0.51321
H 0.70400 0.97594 2.89895
```

# C9H22CuO4

C9H22CuO4 as an isolated structure at a distorted geometry (wB97M-V/def2-TZVPD, the Open Molecules 2025 dataset).

Computed properties:
LUMO energy (alpha / beta): 0.2219 / 0.2288 hartree
DFT total energy: -62503.22724 eV
gap between HOMO and LUMO (alpha / beta): 0.142 / 0.125 hartree
multiplicity: 2
total charge: -2
HOMO (alpha / beta): 2.160 / 2.819 eV
relative energy (zero: lowest compared OMol25 entry of this formula, charge and spin): 278.2 kcal/mol

```
36
C9H22CuO4 | the Open Molecules 2025 dataset | wB97M-V/def2-TZVPD
Cu 25.62724 -18.26127 1.13375
C 26.48186 -20.80746 0.45039
C 25.27497 -20.33351 -0.32034
O 24.63241 -19.21557 0.15746
H 27.05017 -21.54969 -0.11016
H 26.20679 -21.30386 1.38099
H 27.08412 -19.99042 0.84767
H 24.57302 -21.16214 -0.41381
H 25.56063 -20.31036 -1.37200
C 27.38048 -18.40482 -1.31849
C 27.37984 -17.11552 -0.45049
O 26.89530 -17.11796 0.87747
H 26.47768 -19.01174 -1.25005
H 28.15000 -19.09398 -0.97065
H 27.80335 -18.21506 -2.30503
H 26.95527 -16.21807 -0.90041
H 28.41100 -16.76402 -0.41489
C 23.39735 -17.13623 2.51963
C 23.73865 -16.55041 1.16698
O 24.62238 -17.31342 0.46110
H 22.81816 -18.05799 2.46485
H 22.66533 -16.47894 2.98891
H 24.15863 -17.31713 3.27847
H 24.24253 -15.60082 1.34719
H 22.77107 -16.33951 0.71153
C 26.87457 -20.18981 3.39077
C 25.75570 -19.13792 3.15492
C 24.96144 -18.62913 4.38177
O 26.31607 -18.06276 2.46128
H 26.47501 -21.13774 3.75117
H 27.60242 -19.90014 4.14868
H 27.52141 -20.42996 2.54696
H 25.09444 -19.55423 2.39497
H 23.98674 -18.20391 4.14250
H 25.48848 -17.83266 4.90709
H 24.83069 -19.41857 5.12190
```

# C9H22FeN4O7

C9H22FeN4O7 as an isolated structure at a distorted geometry (wB97M-V/def2-TZVPD, the Open Molecules 2025 dataset).

Computed properties:
LUMO energy (alpha / beta): -0.0393 / -0.0687 hartree
DFT total energy: -64360.26573 eV
gap between HOMO and LUMO (alpha / beta): 0.242 / 0.218 hartree
multiplicity: 5
HOMO (alpha / beta): -7.650 / -7.802 eV
relative energy (zero: lowest compared OMol25 entry of this formula, charge and spin): 3.1 kcal/mol

```
43
C9H22FeN4O7 | the Open Molecules 2025 dataset | wB97M-V/def2-TZVPD
O -0.06961 -0.16550 -3.18879
H 0.07564 0.15787 -4.08698
Fe 0.39915 0.11677 0.03249
N -1.27178 -0.16897 -0.96338
N -0.17790 1.95284 -0.16540
N 0.31700 -1.60783 0.81190
N 1.25175 0.48564 1.69128
O -1.91413 -1.25932 -1.12048
O -0.43107 -2.63422 0.37689
O 1.50920 1.70946 2.19918
O 0.28227 2.99765 0.46423
C -1.13090 2.15749 -1.12748
C -1.76869 0.96446 -1.55427
C 1.07422 -1.81307 1.93374
C 1.62019 -0.58674 2.44638
C -2.84624 0.84376 -2.55992
H -2.52090 0.16861 -3.35645
H -3.06361 1.82137 -2.99627
H -3.75621 0.46387 -2.08015
C -1.31226 3.51743 -1.68294
H -0.36756 3.86261 -2.11965
H -1.61025 4.22315 -0.90285
H -2.07327 3.51767 -2.46422
C 1.26149 -3.15158 2.55842
C 2.52366 -0.45289 3.62110
H 0.94433 -3.91460 1.84177
H 0.67202 -3.25841 3.48456
H 2.31993 -3.30882 2.81968
H 2.57341 0.59506 3.94126
H 3.54077 -0.79067 3.36292
H 2.17116 -1.08554 4.44763
H -1.05118 -2.19949 -0.34090
H 1.03146 2.35425 1.52840
C 1.67082 0.07411 -1.35111
H 1.17297 -0.09060 -2.37275
H 2.41800 -0.68827 -1.03332
H 2.18587 1.05715 -1.34709
O -0.41131 -2.73258 -3.11382
H -0.40668 -1.73112 -3.28646
H 0.32557 -2.80527 -2.49119
O -1.79047 0.48807 2.31908
H -1.81874 -0.28817 2.89723
H -1.54814 1.20437 2.92771
```

# C9H22N2O2S

A 2-piece molecular cluster, C9H22N2O2S overall at a distorted geometry (wB97M-V/def2-TZVPD, the Open Molecules 2025 dataset).

Computed properties:
LUMO energy: 0.0164 hartree
DFT total energy: -27594.52896 eV
gap between HOMO and LUMO: 0.304 hartree
HOMO: -7.836 eV
relative energy (zero: lowest compared OMol25 entry of this formula, charge and spin): 118.3 kcal/mol

```
36
C9H22N2O2S | the Open Molecules 2025 dataset | wB97M-V/def2-TZVPD
C 1.03122 2.74501 2.85317
C -0.95289 1.39102 2.27679
C 1.45952 0.49717 2.10672
C -1.39834 -2.24038 0.08813
C -2.28003 -1.38194 -1.90957
C 0.29010 -2.80825 -2.86481
C 0.45535 2.26319 0.43147
C 0.52441 1.72010 1.87497
C -1.16639 -1.13906 -0.90818
N 1.38813 2.12297 -1.69766
N 1.30938 1.71984 -0.36494
O 0.51468 -0.24936 -2.86046
O 1.51415 -1.39109 -1.01102
S 0.36063 -1.28528 -1.88671
H 0.81735 2.57814 3.94055
H 0.62520 3.72341 2.47115
H 2.11128 2.95050 2.82268
H -0.79035 0.95623 3.28485
H -1.53635 2.20650 2.39373
H -1.34264 0.73920 1.61327
H 1.37237 -0.41695 1.47116
H 1.37700 0.22352 3.28387
H 2.40061 0.78420 1.93697
H -2.09203 -2.00059 0.88328
H -1.92847 -3.21473 -0.30430
H -0.42554 -2.56945 0.64267
H -3.20153 -0.77397 -1.43952
H -2.53164 -2.34288 -2.03386
H -2.08127 -0.89053 -2.93717
H 0.87080 -2.53282 -3.61341
H 0.88319 -3.62647 -2.33232
H -0.73141 -3.14419 -3.02239
H -0.92629 -0.20201 -0.56348
H 0.89235 1.50160 -2.30434
H 1.18125 3.07131 -1.95603
H 2.00623 1.01602 -0.36524
```

# C9H23AlNO4Sm

C9H23AlNO4Sm as an isolated structure at a distorted geometry (wB97M-V/def2-TZVPD, the Open Molecules 2025 dataset).

Computed properties:
LUMO energy (alpha / beta): -0.2184 / -0.2151 hartree
DFT total energy: -43878.61218 eV
gap between HOMO and LUMO (alpha / beta): 0.186 / 0.189 hartree
multiplicity: 5
total charge: +1
HOMO (alpha / beta): -10.995 / -10.995 eV

```
39
C9H23AlNO4Sm | the Open Molecules 2025 dataset | wB97M-V/def2-TZVPD
C -3.26485 -2.81182 -3.68182
C -1.87156 -2.13857 -3.41208
O -1.28583 -2.60412 -2.19510
Al -0.46739 -1.14502 -1.39032
O 0.91332 -0.41649 -2.34415
C 1.02969 0.93501 -1.89275
C 2.53236 1.31920 -1.70447
O 0.14953 -1.55955 0.35890
C -0.84703 -0.99430 1.20699
C -0.47850 -1.13262 2.70325
N 0.66981 -0.29104 3.09540
C 0.41230 1.14252 3.08944
C 1.42009 1.92475 2.14443
C 0.86827 3.38700 2.02628
O 2.69507 1.91393 2.75768
H -3.45083 -3.63354 -2.97425
H -3.27555 -3.14987 -4.72572
H -4.03657 -2.04275 -3.51725
H -2.00258 -1.04385 -3.44710
H -1.20868 -2.42073 -4.24818
H -1.59251 -0.01522 -1.22227
H 0.50824 1.57431 -2.62445
H 0.52509 1.07431 -0.90880
H 2.75262 2.13136 -2.41518
H 3.19116 0.45424 -1.86516
H 2.71118 1.66559 -0.66822
H -0.93089 0.07546 0.94109
H -1.81039 -1.50453 1.01483
H -0.32102 -2.17529 3.01829
H -1.34750 -0.74533 3.28177
H 0.87938 -0.56913 4.05851
H -0.60285 1.38725 2.74345
H 0.56934 1.54589 4.10582
H 1.47877 1.43115 1.16018
H 0.45971 3.50652 1.01115
H 0.04785 3.52450 2.74798
H 1.64955 4.12668 2.24011
H 3.30005 1.53956 2.11840
Sm 0.03118 -4.26547 -0.58672
```

# C9H23Cl8NO2SSi

A 5-piece molecular cluster, C9H23Cl8NO2SSi overall (wB97M-V/def2-TZVPD, the Open Molecules 2025 dataset).

Computed properties:
LUMO energy: 0.0150 hartree
DFT total energy: -134184.61853 eV
gap between HOMO and LUMO: 0.370 hartree
HOMO: -9.660 eV

```
45
C9H23Cl8NO2SSi | the Open Molecules 2025 dataset | wB97M-V/def2-TZVPD
C 0.74276 -2.19728 1.97946
S -0.46934 -1.86654 0.72262
O -0.64506 -3.09738 -0.03276
O -0.04465 -0.64533 0.05501
Si -2.39967 -1.51254 1.81722
N -3.23442 -2.98880 2.04796
H 0.89886 -1.30242 2.57991
H 0.39678 -3.02703 2.59628
H 1.65908 -2.47712 1.45629
H -3.13764 -0.59479 0.93892
H -1.99376 -0.89566 3.09281
H -2.67300 -3.70227 2.50382
H -3.49039 -3.39504 1.15082
Cl 1.26307 4.32545 -0.46663
C 2.03794 2.80139 -0.98920
C 2.05776 1.76892 0.10290
Cl 3.13964 2.22292 1.45869
H 3.03751 3.04417 -1.34073
H 1.45516 2.41740 -1.82408
H 2.42452 0.82684 -0.29769
H 1.06873 1.60660 0.51618
Cl -0.58997 6.98521 0.73878
C 0.77764 7.01916 1.88288
C 0.37387 7.53254 3.24099
Cl -0.04688 9.26715 3.21494
H 1.55596 7.63597 1.44080
H 1.13841 5.99529 1.97245
H 1.20705 7.41813 3.93210
H -0.49075 6.99563 3.62266
Cl 1.19209 2.40462 -4.66430
C 1.89242 0.89201 -5.30012
C 2.10155 -0.13590 -4.21607
Cl 3.37358 0.35881 -3.06461
H 2.82966 1.14812 -5.78748
H 1.19349 0.50204 -6.03789
H 2.42203 -1.07731 -4.65807
H 1.19232 -0.29614 -3.64142
Cl -3.63408 -4.98366 -0.85496
C -2.78365 -6.55060 -0.83492
C -2.78374 -7.17755 0.53753
Cl -1.79034 -6.25954 1.70381
H -1.77201 -6.36851 -1.18862
H -3.30649 -7.20399 -1.53064
H -2.35612 -8.17675 0.48001
H -3.78994 -7.23621 0.94440
```

# C9H23IrN5O6

C9H23IrN5O6 as an isolated structure at a distorted geometry (wB97M-V/def2-TZVPD, the Open Molecules 2025 dataset).

Computed properties:
LUMO energy (alpha / beta): -0.1066 / -0.2199 hartree
DFT total energy: -32265.68964 eV
gap between HOMO and LUMO (alpha / beta): 0.225 / 0.189 hartree
multiplicity: 5
total charge: +1
HOMO (alpha / beta): -9.021 / -11.132 eV
relative energy (zero: lowest compared OMol25 entry of this formula, charge and spin): 23.0 kcal/mol

```
44
C9H23IrN5O6 | the Open Molecules 2025 dataset | wB97M-V/def2-TZVPD
O -0.44216 0.94931 -3.22647
H -1.09527 1.40842 -3.80565
Ir -0.41594 0.11929 1.01068
N -1.28271 1.90787 0.71530
N 1.08204 1.34217 0.43799
N -1.45578 -1.71908 1.21395
N 0.94431 -1.40642 0.69485
O -2.48016 2.16431 1.03971
O -2.82021 -1.93133 1.42939
O 2.15816 -1.27672 0.13821
O 2.35243 1.07424 0.55903
C 0.77566 2.55923 -0.09788
C -0.58175 2.87374 0.00511
C -0.78839 -2.85514 1.11089
C 0.61211 -2.67760 0.95605
C -1.18015 4.10441 -0.57896
H -1.46395 3.95988 -1.63990
H -0.43095 4.91330 -0.56980
H -2.05706 4.41960 -0.01463
C 1.92700 3.37996 -0.56707
H 2.42090 2.94464 -1.46127
H 2.71370 3.47869 0.20490
H 1.60569 4.39287 -0.84157
C -1.48736 -4.15368 1.12738
C 1.64929 -3.75982 0.89231
H -2.40408 -4.13931 0.52559
H -1.70369 -4.44105 2.15994
H -0.79268 -4.88889 0.70570
H 2.66594 -3.35542 0.91758
H 1.56030 -4.36215 -0.02869
H 1.54105 -4.44626 1.74382
H -3.32523 -1.27220 0.92691
H 2.34867 -0.23087 0.30147
C 0.49521 0.16258 -3.87631
H 1.36927 0.76387 -4.12716
H 0.15781 -0.49734 -4.69982
H 0.77395 -0.46331 -2.99391
O -0.99646 -0.13982 -0.92331
H -0.75092 0.42372 -1.76642
H -1.24580 -1.04131 -1.09619
N -0.03255 0.39586 3.11703
H 0.61082 1.18105 3.25852
H 0.37520 -0.45931 3.50136
H -0.90628 0.59801 3.62135
```

# C9H23N2O2P

A 2-piece molecular cluster, C9H23N2O2P overall at a distorted geometry (wB97M-V/def2-TZVPD, the Open Molecules 2025 dataset).

Computed properties:
LUMO energy (alpha / beta): -0.0250 / -0.0250 hartree
DFT total energy: -26066.29488 eV
gap between HOMO and LUMO (alpha / beta): 0.214 / 0.214 hartree
HOMO (alpha / beta): -6.506 / -6.507 eV
relative energy (zero: lowest compared OMol25 entry of this formula, charge and spin): 57.2 kcal/mol

```
37
C9H23N2O2P | the Open Molecules 2025 dataset | wB97M-V/def2-TZVPD
C -1.90898 0.70301 -2.06735
C -3.49783 1.50414 -0.30601
C -0.83957 -1.99651 -0.05783
C -2.62713 -1.37245 1.68004
C 4.28498 -0.83118 -0.17285
C 3.58102 1.67215 -0.03436
C -2.55425 0.41935 -0.74826
C -1.30695 -1.02270 1.06118
C 3.13252 0.17154 -0.01584
N 1.99769 -0.08960 -0.80236
N -1.50906 0.31021 0.28610
O 2.57387 -0.29934 1.31213
O 0.52442 1.20300 1.77228
P -0.43575 1.57563 0.56645
H -2.74717 1.03210 -2.79846
H -1.27471 1.62890 -1.93519
H -1.40136 -0.07599 -2.50066
H -4.53911 1.29599 -0.79286
H -3.33953 2.51226 -0.75643
H -3.52126 1.59250 0.76638
H -1.65072 -2.12951 -0.71417
H 0.17430 -1.58557 -0.35564
H -0.76722 -2.90869 0.47272
H -3.05358 -0.44867 2.05859
H -2.53421 -2.16820 2.35979
H -3.19736 -1.64415 0.84698
H 4.00506 -1.61118 -0.82812
H 4.66061 -1.28136 0.72309
H 5.13478 -0.45457 -0.67877
H 4.30139 1.55112 -0.82739
H 2.63258 2.18730 -0.10907
H 4.05421 2.01577 0.82160
H -3.07304 -0.47496 -0.89984
H -0.68034 -0.81351 1.90726
H 2.20595 0.09283 -1.83899
H 1.83999 -0.95071 1.01850
H 1.35577 0.69105 1.58735
```